ORCA calculation (ωB97M-V/def2-TZVPD) on a structure of composition C16H19ClN6O4ReS2.

E_tot = -70351.903 eV
multiplicity = 2
E_LUMO (alpha / beta) = -0.7 / -0.7 eV
HOMO level (alpha / beta) = -7.602 / -7.591 eV
charge = 0
<S²> = 0.78

Atoms and positions in Å:
Re1 0.21400 0.65919 0.13005
C1 3.52172 3.76987 1.18943
C2 2.66183 2.74028 0.50598
S1 1.36965 2.06316 1.45325
C3 2.85040 2.30666 -0.75295
C4 3.94994 2.76474 -1.66716
S2 1.79216 1.07977 -1.38806
H1 3.14290 3.98063 2.18839
H2 3.53535 4.70732 0.63049
H3 4.55162 3.42180 1.28858
H4 4.50250 3.59714 -1.23439
H5 3.54851 3.08432 -2.63010
H6 4.65516 1.95378 -1.86102
O1 -2.17410 2.97356 -2.19679
C5 -1.68861 2.03720 -1.61097
O2 -1.25519 2.03442 -0.38030
C6 -1.62484 0.66874 -2.25797
C7 -2.08803 0.48820 -3.56952
C8 -2.11780 -0.77451 -4.07616
C9 -1.79031 -1.86381 -3.23874
C10 -1.94043 -3.20561 -3.66187
C11 -1.72948 -4.23330 -2.79089
C12 -1.36708 -3.96068 -1.45522
C13 -1.17541 -2.67797 -1.03117
C14 -1.35703 -1.59731 -1.91919
N1 -1.19328 -0.30501 -1.47890
H7 -2.39187 1.36445 -4.12301
H8 -2.43289 -0.96521 -5.09489
H9 -2.24864 -3.39538 -4.68258
H10 -1.85512 -5.25768 -3.11510
H11 -1.22641 -4.77845 -0.76096
H12 -0.89822 -2.46900 -0.01108
N2 -1.71649 0.39410 1.54572
N3 -2.02593 -0.29267 2.74095
C15 -1.10243 -0.46917 3.74659
N4 -1.61040 -0.99612 4.86757
N5 0.13379 -0.14844 3.47203
N6 1.10663 -0.39258 4.42052
O3 0.82280 -0.56611 5.60966
O4 2.23785 -0.36337 4.00732
H13 -1.90826 1.39064 1.63490
H14 -2.34374 0.02818 0.83648
H15 -2.96976 -0.14059 3.06359
H16 -2.55990 -1.31785 4.90692
H17 -0.98011 -1.08840 5.65083
Cl1 1.79396 -2.27131 -0.48857
C16 1.07555 -1.19581 0.78266
H18 1.90263 -0.95147 1.44431
H19 0.40281 -1.83033 1.36134